(1)
DFT (ωB97M-V/def2-TZVPD) results for a structure of composition C31H29MoOS5Sb2 in a non-equilibrium geometry.

Cartesian coordinates (Å):
Sb (-0.5753, 2.6026, 0.1301)
Sb (-0.3656, -1.6687, 0.4901)
Mo (1.1273, 0.6825, 1.4753)
S (6.5332, -1.5082, -1.0722)
S (3.4106, 0.4741, 1.1522)
S (8.7524, 0.4702, -1.0887)
S (3.7515, -2.4921, -0.4633)
S (6.1905, 1.0348, 0.2883)
O (0.9565, 0.7986, 3.0987)
C (-1.6018, 5.4539, 0.6732)
C (-0.4085, -3.7859, 0.4605)
C (-2.8021, -0.8642, 4.1165)
C (4.9827, -1.2415, -0.3222)
C (-2.3072, 6.6116, 0.3737)
C (-0.0180, -4.4497, -0.7002)
C (-1.5820, 4.4116, -0.2454)
C (-2.9655, 5.6713, -1.7428)
C (-0.5291, -6.5515, 0.3440)
C (0.7843, 2.5352, -1.5116)
C (3.7637, -3.1466, 1.2250)
C (-1.5019, 0.2169, -1.5872)
C (4.8347, -0.0646, 0.3107)
C (-1.9894, 1.0736, -0.4181)
C (-0.8313, -4.5028, 1.5729)
C (0.8633, 3.5285, -2.4823)
C (-0.8965, -5.8880, 1.5057)
C (-1.9224, -1.5206, 1.9658)
C (-3.1732, -2.0503, 1.6417)
C (1.6681, 1.4632, -1.5828)
C (2.5917, 1.3454, -2.6086)
C (-2.2659, 4.5095, -1.4530)
C (-4.0429, -1.3776, 3.7791)
C (7.2535, 0.0231, -0.6597)
C (-0.0880, -5.8339, -0.7591)
C (-2.9848, 6.7190, -0.8316)
C (-1.7455, -0.9373, 3.2147)
C (2.6403, 2.3298, -3.5861)
C (1.7849, 3.4204, -3.5168)
C (-1.5994, -1.2699, -1.2525)
C (-4.2260, -1.9772, 2.5392)
H (-2.0060, 0.4826, -2.5181)
H (-2.3268, 7.4275, 1.0835)
H (-1.1203, -3.9972, 2.4853)
H (3.2759, 0.5067, -2.6327)
H (-2.2588, 3.6924, -2.1657)
H (3.3579, 2.2539, -4.3921)
H (-4.8640, -1.3217, 4.4812)
H (3.3518, -2.4270, 1.9300)
H (-3.0363, 1.3736, -0.4503)
H (4.7752, -3.4210, 1.5142)
H (-2.6113, -1.6055, -1.0316)
H (-0.5823, -7.6310, 0.2991)
H (1.7105, 0.6988, -0.8020)
H (-0.7850, -0.5446, 3.5169)
H (-3.3363, -2.5382, 0.6883)
H (0.3294, -3.8987, -1.5668)
H (-1.2350, -6.4483, 2.3671)
H (0.2122, 4.3931, -2.4409)
H (-5.1890, -2.3929, 2.2728)
H (-1.9050, 0.4796, 0.4915)
H (-3.4978, 5.7560, -2.6809)
H (-1.0749, 5.3753, 1.6155)
H (-0.4429, 0.3971, -1.7659)
H (-2.6463, -0.4090, 5.0857)
H (-3.5339, 7.6219, -1.0627)
H (0.2038, -6.3499, -1.6641)
H (3.1429, -4.0418, 1.2150)
H (1.8378, 4.1955, -4.2698)
H (-1.2121, -1.8725, -2.0757)

Summary:
Kohn-Sham gap in eV: 5.85
Net charge: +1
LUMO in eV: -4.38

Löwdin population analysis, charges in e, atoms 1 to 6: number 1, Sb, carries 1.52; number 2, Sb, carries 1.51; number 3, Mo, carries 0.75; number 4, S, carries 0.93; number 5, S, carries 0.56; number 6, S, carries 0.62

(2)
DFT (ωB97M-V/def2-TZVPD) results for a structure of composition C31H29N5S5ScSi in a non-equilibrium geometry.

Cartesian coordinates (Å):
Sc (-0.2518, 0.6334, -2.0283)
S (2.0845, 2.6139, -8.7312)
S (-1.3307, 1.3384, -4.1965)
S (2.5399, 1.1866, -6.1629)
S (-0.0801, 2.3129, -6.7111)
S (1.7838, 0.0664, -3.5201)
Si (-3.6652, -0.3277, 0.8316)
N (-0.6198, 2.2439, -0.8886)
N (4.0976, -3.6576, 1.7906)
N (0.3895, -0.9381, -0.6239)
N (2.8028, -2.8545, 3.4330)
N (-1.6982, 3.0228, -1.0373)
C (-3.7727, 3.5377, -1.9115)
C (4.0449, -3.9319, 5.3164)
C (2.0570, -2.6179, -0.1821)
C (1.3378, -1.1649, 1.5798)
C (1.7528, 2.2550, -0.5394)
C (0.0839, 1.4598, -5.1798)
C (0.4691, 4.1968, 0.1090)
C (-3.3410, 1.1777, -1.5321)
C (2.9939, -2.8924, 2.1269)
C (1.3127, 0.9416, -4.9243)
C (-3.6551, 1.2783, 1.8608)
C (-2.7948, -1.7761, 1.7286)
C (-5.3775, 1.9211, -2.6368)
C (-2.8802, 2.5295, -1.4659)
C (-4.9907, 3.2457, -2.4694)
C (0.5067, 2.9062, -0.4465)
C (4.6403, -4.1130, 2.9619)
C (3.7908, -3.6103, 3.9839)
C (0.5246, -0.5510, 0.6739)
C (2.1582, -2.2384, 1.1737)
C (-2.7090, 0.0239, -0.8065)
C (1.6277, 4.7933, 0.5557)
C (2.9030, 2.8727, -0.1018)
C (5.9871, -5.1839, 4.5812)
C (1.5449, 2.0680, -7.2816)
C (1.1639, -1.9816, -1.0034)
C (-4.5562, 0.9215, -2.1525)
C (5.1421, -4.7239, 5.5907)
C (-5.4930, -0.8028, 0.5200)
C (5.7513, -4.8862, 3.2491)
C (2.8495, 4.1394, 0.4612)
H (-3.4477, 4.5632, -1.8163)
H (-2.6434, 1.5915, 2.1040)
H (6.4133, -5.2402, 2.4713)
H (-0.0664, 0.3059, 0.9773)
H (5.3574, -4.9921, 6.6158)
H (3.3965, -3.5662, 6.0970)
H (-3.4510, -2.2219, 2.4702)
H (-2.5053, -2.5599, 1.0339)
H (-4.1162, 2.0822, 1.2920)
H (2.6544, -3.4256, -0.5775)
H (-2.7199, -0.8759, -1.4361)
H (3.7545, 4.6188, 0.8034)
H (1.0313, -2.3155, -2.0265)
H (1.5868, 5.7901, 0.9710)
H (-6.0077, -0.9916, 1.4588)
H (4.4735, -3.7786, 0.8661)
H (1.8066, 1.2600, -0.9934)
H (-5.6414, 4.0426, -2.8003)
H (-6.0210, 0.0005, 0.0149)
H (-1.6772, 0.2458, -0.5170)
H (-4.8727, -0.1102, -2.2358)
H (-0.4852, 4.6986, 0.1588)
H (-1.8946, -1.4494, 2.2402)
H (-6.3195, 1.6775, -3.1080)
H (1.3701, -0.8411, 2.6074)
H (6.8429, -5.7891, 4.8461)
H (-4.2051, 1.1733, 2.7925)
H (3.8533, 2.3702, -0.2159)
H (-5.5905, -1.6973, -0.0886)

Summary:
Kohn-Sham gap in eV: 3.01
Net charge: -1
LUMO in eV: 0.47

Löwdin population analysis, charges in e, atoms 1 to 6: number 1, Sc, carries 0.63; number 2, S, carries 0.46; number 3, S, carries 0.58; number 4, S, carries 0.86; number 5, S, carries 0.88; number 6, S, carries 0.52

(3)
DFT (ωB97M-V/def2-TZVPD) results for a structure of composition C31H29N8O3S2Se3Ti.

Cartesian coordinates (Å):
Se (1.0127, 0.2507, 2.7235)
Se (6.7899, -0.7973, -4.3671)
Se (-0.8109, 1.7184, 2.8962)
Ti (-0.3230, -0.1902, -1.2219)
S (-1.6278, -1.2906, 0.6940)
S (-1.7156, 1.8283, -1.2048)
O (0.9241, 1.1396, -0.2801)
O (-2.3935, 0.2717, 6.1265)
O (0.6356, -0.4078, 7.5416)
N (6.0013, -1.5804, -2.9846)
N (5.3296, 0.0886, -4.8460)
N (-4.3061, -1.2406, 0.2266)
N (1.5378, -1.4039, -1.1555)
N (-3.1483, -1.0072, -1.5820)
N (-1.0773, -1.9121, -2.3129)
N (0.6438, 2.4421, -0.1419)
N (0.8559, 0.3696, -3.0656)
C (4.0788, -2.4792, -0.9413)
C (-0.8042, 4.2855, -0.3176)
C (-0.4387, -2.4467, -3.3968)
C (4.3928, -0.2305, -3.9974)
C (1.3731, 4.5431, 0.6437)
C (0.1478, 5.0915, 0.2555)
C (0.4813, 1.2574, -3.9793)
C (-4.4832, -0.9081, -1.9391)
C (1.5896, 3.2126, 0.4356)
C (2.4936, -1.0628, -2.0400)
C (3.0921, -2.8299, -0.0481)
C (-1.6298, -0.9875, -4.8664)
C (-0.4349, 1.9228, 4.7939)
C (4.7678, -1.1608, -2.9595)
C (-2.2632, -0.4158, -3.8206)
C (3.7846, -1.5794, -1.9611)
C (1.8291, -2.2690, -0.1840)
C (-4.6318, -1.3582, 1.6403)
C (-3.0514, -1.2067, -0.2566)
C (0.2977, 0.7940, 6.8683)
C (1.0133, -0.1314, 4.6603)
C (-1.9903, -0.9211, -2.4904)
C (-0.7023, -2.0577, -4.6674)
C (1.3324, 1.6975, -4.9859)
C (-0.1312, 0.5539, 5.4108)
C (2.6197, 1.2164, -5.0215)
C (-1.3571, -0.3517, 5.3725)
C (3.0324, 0.3054, -4.0515)
C (2.1153, -0.1073, -3.0911)
C (-5.2045, -1.0471, -0.8128)
C (-0.5627, 2.9207, -0.5186)
H (3.3259, 1.5374, -5.7768)
H (2.1443, 5.1412, 1.1053)
H (-3.1872, -0.2676, 6.0796)
H (-1.8161, -0.6215, -5.8693)
H (2.4858, 2.6782, 0.7119)
H (-1.6650, -0.5072, 4.3339)
H (-1.3225, 2.3653, 5.2444)
H (-6.2678, -1.0390, -0.6531)
H (-0.4921, 1.3323, 7.3947)
H (-0.0535, 6.1433, 0.4097)
H (1.1958, 1.4147, 6.8722)
H (-5.7009, -1.5252, 1.7347)
H (-0.1613, -0.7774, 7.9323)
H (1.9737, 0.2118, 5.0385)
H (0.2842, -3.2242, -3.1768)
H (1.0263, -2.5172, 0.4970)
H (-1.7667, 4.6709, -0.6211)
H (0.9795, 2.4162, -5.7117)
H (3.2824, -3.5287, 0.7542)
H (-4.7942, -0.7786, -2.9594)
H (-4.3473, -0.4464, 2.1639)
H (0.9631, -1.2109, 4.7853)
H (-0.2290, -2.5460, -5.5070)
H (-2.9494, 0.4113, -3.9596)
H (0.4092, 2.6010, 4.9156)
H (-4.0915, -2.1980, 2.0699)
H (-0.5270, 1.6346, -3.8916)
H (5.0798, -2.8860, -0.8749)
H (-1.0919, -1.3227, 5.8024)

Summary:
Kohn-Sham gap (alpha / beta) in eV: 5.99 / 5.99
Net charge: +1
LUMO (alpha / beta) in eV: -3.12 / -3.12

Löwdin population analysis, charges in e, atoms 1 to 6: number 1, Se, carries 0.62; number 2, Se, carries 1.16; number 3, Se, carries 0.65; number 4, Ti, carries 0.64; number 5, S, carries 0.66; number 6, S, carries 0.75

Let's list ΔE to the lowest compared entry with this formula, charge and spin in order: 272.16 90.43 0.00 kJ/mol.